The following is a quantum chemistry calculation of a structure of composition C10H21AsClO2S in a non-equilibrium geometry, from the Open Molecules 2025 dataset.

Results
Highest occupied orbital energy ... -3.710 eV
Frontier orbital gap ... 0.22975 Ha
LUMO level ... 2.542 eV
Total energy ... -3638.06348 a.u.
Total charge ... -1

Geometry (Å):
C1 1.4857 1.2159 -4.0007
C2 0.8834 1.2983 -2.9619
As1 -0.2660 1.2880 -1.2122
C3 1.3992 1.0227 -0.0471
C4 1.2144 0.1496 1.1886
C5 0.3802 0.8083 2.3074
C6 1.0526 0.6335 3.6729
S1 -0.0702 0.5337 5.0308
O1 -1.0823 1.5316 4.9230
O2 0.6557 0.3787 6.2537
Cl1 -0.9514 -1.2694 4.6434
C7 -0.5574 -0.7267 -1.4596
C8 0.7367 -1.5318 -1.6706
C9 -1.5672 -0.9937 -2.5768
C10 -2.6540 -1.9941 -2.1713
H1 1.9583 1.1990 -4.9578
H2 -1.1744 1.3302 0.1197
H3 -1.5565 1.5849 -2.0809
H4 -0.0411 2.8547 -1.1171
H5 2.2432 0.6574 -0.6312
H6 1.6818 2.0228 0.2900
H7 2.2052 -0.0751 1.5980
H8 0.7679 -0.8135 0.9477
H9 -0.6013 0.3415 2.3601
H10 0.2137 1.8612 2.1084
H11 1.7233 1.4470 3.9434
H12 1.6210 -0.2941 3.7199
H13 -1.0129 -1.0810 -0.5333
H14 0.6552 -2.2295 -2.5039
H15 0.9857 -2.1311 -0.7919
H16 1.5983 -0.9001 -1.8764
H17 -1.0598 -1.3635 -3.4671
H18 -2.0710 -0.0692 -2.8718
H19 -2.2236 -2.9168 -1.7837
H20 -3.2606 -1.5509 -1.3807
H21 -3.3122 -2.2188 -3.0111


The following is a quantum chemistry calculation of a structure of composition C6H21F3O9Y in a non-equilibrium geometry, from the Open Molecules 2025 dataset.

Results
Highest occupied orbital energy ... -4.594 eV
Frontier orbital gap ... 0.26887 Ha
LUMO level ... 2.722 eV
Total energy ... -1256.51045 a.u.
Total charge ... -1

Geometry (Å):
Y1 -1.3530 -0.5130 -1.5422
C1 2.3985 -1.5407 -0.7929
C2 1.8325 -1.9454 -2.1498
O1 0.6450 -1.3611 -2.4468
H1 2.5579 -0.4623 -0.7653
H2 3.3413 -2.0625 -0.5836
H3 1.6824 -1.8165 -0.0187
H4 1.7667 -3.0630 -2.1451
H5 2.5916 -1.7328 -2.9334
O2 -3.2664 -0.8162 -0.3865
H6 -2.9037 -0.7844 0.5038
O3 -2.4367 -0.0314 -3.4622
H7 -2.0746 0.8327 -3.6680
C3 0.6515 0.9225 1.1660
O4 0.1717 1.0101 2.5279
O5 -0.2512 0.4214 0.3935
C4 1.0583 2.3170 0.6304
F1 1.7478 3.0964 1.5087
F2 1.8445 2.1979 -0.4539
F3 -0.0101 3.0664 0.2549
C5 1.1230 1.0732 3.5654
C6 0.3569 1.2536 4.8633
H8 -0.3637 0.4435 4.9988
H9 1.0215 1.2172 5.7290
H10 -0.1859 2.1939 4.7929
H11 1.7980 1.9257 3.4604
H12 1.7622 0.1758 3.5745
H13 1.6038 0.3304 1.1891
O6 -0.0629 1.3053 -2.6165
H14 -0.1263 2.2473 -2.7931
H15 0.5015 0.9240 -3.3018
O7 -2.1934 -2.6338 -2.3890
H16 -2.3615 -3.4412 -1.9012
H17 -2.5609 -2.7490 -3.2697
O8 -0.9729 -2.4159 0.2463
H18 -1.5537 -3.1572 0.4354
H19 -0.2926 -2.4151 0.9260
O9 -2.3669 1.6591 -1.1711
H20 -3.0866 1.8048 -0.5510
H21 -2.0336 2.5231 -1.4243


The following is a quantum chemistry calculation of a cluster of 13 separate species, C21H55N5O26 in total in a non-equilibrium geometry, from the Open Molecules 2025 dataset.

Results
Highest occupied orbital energy ... -9.227 eV
Frontier orbital gap ... 0.34462 Ha
LUMO level ... 0.150 eV
Total energy ... -3062.58373 a.u.
Total charge ... 0

Geometry (Å):
C1 -3.4775 -0.7689 -3.7482
O1 -3.0317 0.2532 -2.9091
H1 -4.4649 -0.5239 -4.1319
H2 -2.7404 -0.9886 -4.5331
H3 -3.5517 -1.7746 -3.3041
H4 -2.2195 0.0286 -2.4329
C2 -1.2473 -3.1839 4.7970
O2 -2.3566 -3.9504 4.2504
H5 -1.0655 -3.5478 5.8065
H6 -0.5378 -3.2152 3.9763
H7 -1.6023 -2.1532 4.9003
H8 -3.0585 -3.9675 4.9091
C3 -2.0480 -5.2348 1.3092
O3 -3.2730 -5.3672 2.0165
H9 -2.0269 -4.3768 0.6340
H10 -1.2025 -5.2467 1.9940
H11 -2.0211 -6.1019 0.6458
H12 -3.2015 -4.9139 2.8690
C4 -3.9409 -1.0109 3.4231
O4 -3.5002 0.2799 3.8624
H13 -3.2815 -1.4191 2.6551
H14 -3.9928 -1.6968 4.2620
H15 -4.9216 -0.8513 2.9707
H16 -3.3199 0.8678 3.1240
C5 3.3381 -0.1109 -6.6115
N1 1.8610 -0.3451 -6.7326
O5 1.5190 -1.2568 -7.4531
O6 1.1257 0.3542 -6.0795
H17 3.7088 -0.8435 -5.9007
H18 3.5055 0.8969 -6.2450
H19 3.7564 -0.2194 -7.6067
C6 -3.1136 2.8565 0.0652
N2 -2.6241 1.7962 0.9761
O7 -3.2451 0.7510 1.0207
O8 -1.6572 2.0506 1.6712
H20 -3.8969 3.4691 0.5043
H21 -3.4551 2.2881 -0.7985
H22 -2.3182 3.5413 -0.2152
C7 2.8730 2.9063 2.0278
N3 2.3622 4.0570 1.2680
O9 1.8752 3.8624 0.1718
O10 2.4026 5.1503 1.7911
H23 2.8134 3.1780 3.0779
H24 3.8320 2.6343 1.6030
H25 2.0439 2.1990 1.9672
C8 2.3622 5.8954 -2.3114
N4 0.9239 5.6654 -2.4463
O11 0.2134 6.6380 -2.3494
O12 0.5269 4.5322 -2.6368
H26 2.6141 6.8709 -2.7099
H27 2.9901 5.0558 -2.5892
H28 2.5199 5.9305 -1.2283
C9 1.4009 -5.9662 -0.7491
N5 0.9144 -4.6649 -0.1641
O13 0.3760 -3.9060 -0.9409
O14 1.0158 -4.4755 1.0236
H29 0.5286 -6.4562 -1.1720
H30 1.8406 -6.5975 0.0140
H31 2.0909 -5.6045 -1.5064
C10 -2.0392 -6.9746 -3.7857
O15 -2.5499 -5.6897 -3.5421
C11 -3.3012 -5.5164 -2.4478
O16 -3.7871 -6.3890 -1.7773
O17 -3.4904 -4.2286 -2.3151
C12 -4.1946 -3.6612 -1.2360
H32 -1.5389 -7.4972 -2.9642
H33 -1.3168 -6.8460 -4.5883
H34 -2.8111 -7.6995 -4.0581
H35 -3.5206 -3.4136 -0.4157
H36 -5.0758 -4.1973 -0.8932
H37 -4.5341 -2.6606 -1.5116
C13 -0.7917 -1.4145 0.5346
O18 0.4434 -1.0068 -0.0230
C14 0.4102 -0.1293 -1.0261
O19 -0.6230 0.2128 -1.5462
O20 1.6050 0.1098 -1.5125
C15 1.7622 1.3420 -2.2568
H38 -0.4446 -1.7584 1.5144
H39 -1.3036 -2.2849 0.1309
H40 -1.4387 -0.5759 0.7712
H41 2.7884 1.6810 -2.1397
H42 1.1594 2.0548 -1.6944
H43 1.4514 1.2752 -3.2950
C16 1.2856 -0.6371 4.1715
O21 0.1049 -0.0588 4.6463
C17 -0.1670 1.2260 4.4685
O22 0.3626 1.9622 3.6863
O23 -1.2485 1.4611 5.2247
C18 -1.9359 2.6912 5.1427
H44 1.7906 -0.0797 3.3757
H45 1.0856 -1.6039 3.7132
H46 2.0178 -0.7160 4.9773
H47 -2.9804 2.6576 4.8302
H48 -1.4339 3.4440 4.5352
H49 -1.9634 2.9790 6.1972
C19 5.8896 3.9637 -1.5228
O24 5.5896 4.4431 -0.2238
C20 5.6430 5.7635 -0.0512
O25 5.8080 6.5522 -0.9343
O26 5.3426 6.0245 1.2188
C21 4.8490 7.3249 1.5053
H50 6.8714 4.2700 -1.8801
H51 5.1799 4.3341 -2.2661
H52 5.7892 2.8821 -1.5327
H53 5.6801 7.9775 1.7938
H54 4.1421 7.3270 2.3269
H55 4.4984 7.8108 0.5940


The following is a quantum chemistry calculation of a cluster of 2 separate species, C12H19BrO9S in total in a non-equilibrium geometry, from the Open Molecules 2025 dataset.

Results
Highest occupied orbital energy ... -10.433 eV
Frontier orbital gap ... 0.35699 Ha
LUMO level ... -0.719 eV
Total energy ... -4117.75123 a.u.
Total charge ... 0

Geometry (Å):
C1 -5.2738 1.7786 3.4632
C2 -3.6887 1.5858 3.8604
C3 -3.3268 -0.0187 4.1465
O1 -1.8671 -0.1321 3.9897
C4 -1.5151 -1.2882 3.1174
C5 0.0907 -1.1898 2.8054
O2 0.5609 0.1252 3.2765
S1 1.8569 0.6036 2.2462
O3 2.0293 2.1371 1.9459
O4 3.2550 -0.0381 2.5803
O5 1.3106 -0.1153 0.7607
C6 0.6512 -1.3292 1.2718
C7 -0.3271 -1.8733 0.0745
C8 -0.5673 -0.5939 -0.9521
O6 0.0779 -0.5896 -2.1263
Br1 -1.7637 0.9185 -0.4183
H1 -5.9721 1.1529 4.1904
H2 -5.4468 1.5478 2.3288
H3 -5.5251 2.9351 3.6172
H4 -3.5108 2.1622 4.8828
H5 -2.9342 1.9572 3.0328
H6 -3.5840 -0.3011 5.2741
H7 -3.9365 -0.7414 3.4350
H8 -2.2027 -1.3971 2.1771
H9 -1.6899 -2.2508 3.8007
H10 0.5655 -1.9412 3.5668
H11 1.5045 -2.1221 1.3870
H12 -1.3186 -2.3766 0.4398
H13 0.2990 -2.6669 -0.5602
C9 2.3158 0.5444 -3.8184
C10 2.9023 -0.0343 -5.0896
C11 4.3921 0.0976 -5.1858
O7 4.6032 0.0419 -6.5859
C12 3.4671 0.5419 -7.1619
O8 3.3568 0.8238 -8.3412
O9 2.4697 0.6837 -6.2332
H14 1.2217 0.5226 -3.8602
H15 2.6448 -0.0220 -2.9423
H16 2.6036 1.5933 -3.6874
H17 2.5804 -1.0761 -5.2094
H18 4.9196 -0.7141 -4.6783
H19 4.7715 1.0587 -4.8206


The following is a quantum chemistry calculation of a structure of composition C9H10N4 in a non-equilibrium geometry, from the Open Molecules 2025 dataset.

Results
Highest occupied orbital energy ... -8.482 eV
Frontier orbital gap ... 0.29188 Ha
LUMO level ... -0.539 eV
Total energy ... -567.70086 a.u.
Total charge ... 0

Geometry (Å):
C1 4.6607 0.0704 -1.9813
C2 3.6467 1.4563 -1.9199
C3 -0.3486 -0.1503 -0.3014
C4 -1.4056 -1.1308 -0.6210
C5 -2.4794 -1.3145 0.3046
C6 -2.6164 -0.3317 1.5232
C7 -1.4498 0.5376 1.8206
C8 -0.4187 0.5890 0.8903
C9 -3.4420 -0.5620 2.7512
H1 5.7097 0.3363 -1.7701
H2 4.2117 -0.9272 -1.3223
H3 4.6867 -0.1009 -3.0403
H4 3.8823 1.8917 -0.8624
H5 3.9605 2.3182 -2.7171
H6 0.2111 0.3007 -2.4735
H7 -1.4787 -1.8863 -1.3545
H8 -3.0500 -2.2586 0.3257
H9 -1.4915 0.9786 2.7916
H10 0.6895 0.8760 0.9693
N1 2.2954 0.9207 -2.2441
N2 1.8985 0.6114 -1.0425
N3 0.6646 0.0071 -1.2224
N4 -4.0317 -1.0409 3.7454